# C26H31KN2O2Si

C26H31KN2O2Si as an isolated structure at a distorted geometry (ωB97M-V with the def2-TZVPD basis set, the Open Molecules 2025 dataset).

As for the net charge: -2. The value obtained for the electronic energy is -58742.486 eV. The value obtained for the LUMO energy is 4.369 eV. The energy above the lowest of the compared OMol25 structures with the same formula, charge and spin is 1.0 kcal/mol.

Positions of all 63 atoms, in Å:
K1 0.66907 -0.12416 0.71584
O1 -1.36830 -1.56873 4.32239
C1 -1.22432 -1.16870 3.15521
O2 -0.74656 -0.09995 2.71990
C2 -1.73216 -2.16406 2.06350
C3 -2.40449 -3.32156 2.46067
C4 -2.87636 -4.17804 1.48380
C5 -2.64863 -3.87792 0.14803
C6 -1.94367 -2.72224 -0.15362
N1 -1.50623 -1.88239 0.78328
H1 -2.52320 -3.49561 3.52020
H2 -3.41423 -5.08035 1.75742
H3 -2.99474 -4.52109 -0.65155
H4 -1.70888 -2.44674 -1.17657
C7 -0.12526 -0.15507 -2.65984
Si1 -0.62616 1.49634 -2.97292
C8 -1.96052 2.10555 -1.74043
N2 -1.55135 1.99931 -0.34456
C9 -0.67376 3.07936 0.11975
C10 -1.26739 3.83290 1.30921
C11 -2.73353 4.14122 1.02343
C12 -3.54863 2.84097 0.89307
C13 -2.60575 1.66623 0.59791
C14 -1.43733 2.10484 -4.64217
C15 -0.66228 2.17083 -5.80650
C16 -1.18266 2.59803 -7.02053
C17 -2.51995 2.96930 -7.11202
C18 -3.31787 2.90669 -5.98142
C19 -2.77527 2.48487 -4.76676
C20 0.88671 2.65292 -2.87438
C21 0.89172 3.96142 -3.36938
C22 1.98195 4.80594 -3.19426
C23 3.10602 4.34992 -2.51554
C24 3.13326 3.05183 -2.02236
C25 2.03492 2.21769 -2.20189
H5 0.77613 -0.50905 -3.16236
H6 -0.90221 -0.92143 -2.60162
H7 -2.81030 1.42550 -1.89073
H8 -2.33301 3.12008 -1.98314
H9 -0.53262 3.78999 -0.70312
H10 0.33278 2.70798 0.34373
H11 -0.69527 4.75205 1.46578
H12 -1.16904 3.24871 2.22872
H13 -2.78201 4.69772 0.08069
H14 -3.15824 4.79525 1.79032
H15 -4.29698 2.94485 0.10153
H16 -4.09946 2.63350 1.81705
H17 -3.14948 0.80654 0.19981
H18 -2.14536 1.30870 1.52134
H19 0.38314 1.87942 -5.75969
H20 -0.54353 2.64318 -7.89624
H21 -2.93338 3.30042 -8.05891
H22 -4.36459 3.18806 -6.03473
H23 -3.42707 2.44988 -3.90156
H24 0.02137 4.32972 -3.90669
H25 1.95158 5.81842 -3.58470
H26 3.95579 5.00814 -2.36523
H27 3.98736 2.67008 -1.47529
H28 2.06386 1.21805 -1.78600
C26 3.60860 0.15094 0.31831
H29 3.67797 -0.04698 -0.76547
H30 4.35566 -0.48740 0.81758
H31 3.91255 1.19834 0.48538

---

# C26H31MnN8O5

C26H31MnN8O5 as an isolated structure (ωB97M-V with the def2-TZVPD basis set, the Open Molecules 2025 dataset).

As for the net charge: 0. The spin multiplicity is 5. The value obtained for the electronic energy is -80944.840 eV. Its expectation value of S² is 6.0449. The value obtained for the LUMO energy (alpha / beta) is -0.200 / -0.060 eV. The energy above the lowest of the compared OMol25 structures with the same formula, charge and spin is 9.2 kcal/mol.

Positions of all 71 atoms, in Å:
Mn1 0.78012 0.65302 -0.03088
C1 4.80167 0.92260 -1.25111
O1 4.61560 0.72575 -2.65445
C2 3.40719 0.46482 -3.22216
C3 3.43780 0.33742 -4.60123
C4 2.29669 0.06719 -5.34986
C5 1.09268 -0.07986 -4.69981
C6 1.03277 0.04890 -3.30743
C7 -0.26814 -0.09562 -2.68570
N1 -0.50974 0.10689 -1.45297
N2 -1.82869 -0.07132 -1.01062
C8 -1.88555 0.24107 0.24063
O2 -0.86461 0.65895 0.95524
C9 -3.19243 0.16699 0.94753
C10 -3.26083 0.51638 2.29180
C11 -4.47698 0.46765 2.96089
C12 -5.62226 0.06671 2.29010
C13 -5.55349 -0.28789 0.94737
C14 -4.34390 -0.23803 0.27561
C15 2.17975 0.31812 -2.54372
O3 2.14904 0.42444 -1.22159
H1 5.86169 1.14522 -1.15051
H2 4.55806 0.02295 -0.68909
H3 4.20804 1.75035 -0.87077
H4 4.40068 0.45865 -5.08211
H5 2.36222 -0.02778 -6.42487
H6 0.18323 -0.29227 -5.24817
H7 -1.11188 -0.38201 -3.31012
H8 -2.35603 0.81461 2.80357
H9 -4.52802 0.74028 4.00720
H10 -6.57022 0.02744 2.81172
H11 -6.44685 -0.60387 0.42423
H12 -4.27392 -0.51005 -0.76864
C16 -1.00886 -5.46209 2.42823
C17 0.29647 -5.04918 3.09867
C18 0.09047 -3.85919 4.02974
C19 1.40523 -4.79023 2.07988
N3 1.10522 -3.68553 1.17336
C20 1.29561 -2.37599 1.31654
N4 0.78885 -1.77501 0.26690
N5 0.29106 -2.74721 -0.52704
N6 0.48320 -3.89818 0.00227
H13 -1.75734 -5.71503 3.18017
H14 -0.87335 -6.32708 1.77706
H15 -1.41253 -4.65144 1.81818
H16 0.66367 -5.89210 3.69391
H17 -0.30381 -2.99548 3.48834
H18 1.02002 -3.55721 4.51799
H19 -0.63162 -4.10498 4.80893
H20 1.57080 -5.66136 1.44889
H21 2.34259 -4.54584 2.57968
H22 1.76937 -1.88433 2.14853
C21 -2.42853 5.37150 0.20584
C22 -1.30309 4.60390 -0.40054
C23 -0.34457 4.95324 -1.32468
C24 0.46817 3.81025 -1.47982
N7 0.02464 2.82686 -0.71436
N8 -1.05069 3.32362 -0.07389
C25 1.67740 3.63005 -2.33747
H23 -2.48829 6.36052 -0.24354
H24 -2.29015 5.49774 1.28085
H25 -3.38319 4.86907 0.04361
H26 -0.23514 5.90623 -1.81499
H27 -1.48955 2.75004 0.62906
H28 2.07209 4.59745 -2.64563
H29 1.45015 3.05632 -3.23799
H30 2.45049 3.10076 -1.78163
O4 2.14566 2.25497 0.89633
C26 2.38838 1.45878 1.81717
O5 1.86192 0.30669 1.83670
H31 3.06563 1.74177 2.63471

---

# C26H31N8O2S2Ti

C26H31N8O2S2Ti as an isolated structure (ωB97M-V with the def2-TZVPD basis set, the Open Molecules 2025 dataset).

As for the net charge: +1. The value obtained for the electronic energy is -88263.555 eV. The value obtained for the LUMO energy is -3.481 eV. The energy above the lowest of the compared OMol25 structures with the same formula, charge and spin is 0.6 kcal/mol.

Positions of all 70 atoms, in Å:
Ti1 -0.34723 -0.03641 -0.18539
C1 0.25692 3.53866 0.02444
O1 0.83347 2.24649 0.13707
C2 2.00732 2.04512 -0.56028
C3 2.65114 3.00439 -1.31907
C4 3.84098 2.66700 -1.96303
C5 4.37501 1.39441 -1.84193
C6 3.71293 0.44152 -1.07737
C7 2.53339 0.76778 -0.44520
N1 1.72528 -0.15104 0.29022
N2 2.38986 -0.93733 1.02912
C8 1.79192 -1.79679 1.88224
C9 0.42502 -1.72403 2.25485
O2 -0.41227 -0.93686 1.68511
C10 -0.02696 -2.54147 3.34482
C11 0.80767 -3.40819 3.95680
C12 2.18513 -3.54263 3.57951
C13 3.02907 -4.45797 4.23367
C14 4.34928 -4.56327 3.88175
C15 4.85513 -3.74480 2.85976
C16 4.04489 -2.84814 2.20662
C17 2.68830 -2.72670 2.55564
H1 0.97087 4.30142 0.33862
H2 -0.59362 3.54601 0.69794
H3 -0.06639 3.72604 -1.00353
H4 2.25399 4.00307 -1.42007
H5 4.34564 3.41380 -2.56053
H6 5.29567 1.13873 -2.34661
H7 4.09568 -0.56580 -0.97406
H8 -1.06183 -2.43573 3.64235
H9 0.43970 -4.02451 4.76922
H10 2.61905 -5.07585 5.02349
H11 4.99637 -5.26680 4.38689
H12 5.89801 -3.82044 2.58116
H13 4.44316 -2.22236 1.42157
N3 -2.26472 -1.33219 -0.38878
N4 -2.16334 -2.71998 -0.21728
C18 -1.01092 -3.34843 -0.52785
N5 -1.03071 -4.68371 -0.43029
S1 0.34806 -2.50467 -1.03194
H14 -2.83573 -0.94694 0.35879
H15 -2.67646 -1.09694 -1.29017
H16 -3.00483 -3.23916 -0.01937
H17 -1.84578 -5.20252 -0.15252
H18 -0.17344 -5.18304 -0.59192
C19 -1.42650 -0.21286 -3.84399
C20 -0.31476 0.63008 -3.21973
C21 -0.51899 2.10769 -3.56542
C22 1.04830 0.16780 -3.72735
N6 -0.37015 0.48322 -1.78385
H19 -1.42353 -0.11954 -4.93125
H20 -2.40176 0.11531 -3.47357
H21 -1.28889 -1.26633 -3.59116
H22 -0.53740 2.25463 -4.64703
H23 0.29435 2.70635 -3.15162
H24 -1.46202 2.47042 -3.15004
H25 1.10128 0.27444 -4.81250
H26 1.21808 -0.88026 -3.47594
H27 1.84441 0.76443 -3.27992
S2 -2.20057 1.39378 1.12235
C23 -3.18665 2.05077 -0.08906
N7 -3.65523 3.32226 0.08035
C24 -4.43425 3.96553 -0.81064
C25 -4.78210 3.32812 -1.95650
C26 -4.30415 2.01337 -2.09459
N8 -3.55287 1.39506 -1.21287
H28 -3.38163 3.78156 0.94079
H29 -4.74085 4.96988 -0.55506
H30 -5.39840 3.79990 -2.70430
H31 -4.56479 1.43764 -2.97696

---

> Among the records above, which one has the lowest net charge?

C26H31KN2O2Si